62
Properties=species:S:1:pos:R:3 method="wB97M-V/def2-TZVPD" homo_ev=-12.22 homo_lumo_gap_ha=0.3168 total_charge=+1 de_lowest_kj_mol=304.5
N 5.13846 16.83336 -24.58466
H 5.50625 16.97491 -25.51459
H 4.80478 17.68162 -24.14969
H 5.98249 16.47330 -24.16268
H 4.38532 16.16109 -24.55393
C 4.46049 14.20390 -30.32022
O 4.78672 15.32495 -29.53311
H 4.79361 13.33339 -29.75512
H 3.40867 14.19906 -30.60617
H 4.95493 14.10751 -31.28683
H 4.60231 16.13306 -30.01741
C 7.81321 22.10479 -25.48082
C 8.55047 21.22882 -26.51653
C 9.71494 20.41252 -25.94838
O 7.60895 20.21298 -26.85583
H 7.27712 21.44037 -24.80314
H 7.12956 22.83704 -25.91039
H 8.56873 22.63626 -24.90218
H 8.87100 21.74672 -27.42048
H 10.57946 21.05143 -25.76810
H 10.06653 19.56617 -26.53844
H 9.43348 20.00351 -24.97802
H 6.95085 20.77066 -27.27713
C -0.21968 20.08111 -21.73923
C 1.04120 20.76825 -22.12922
C 1.37566 21.98430 -21.25102
O 2.11087 19.83582 -21.97729
H -1.10080 20.71030 -21.61332
H -0.10873 19.66564 -20.73764
H -0.60947 19.36847 -22.46607
H 1.02286 21.03839 -23.18505
H 1.56885 21.83853 -20.18823
H 0.58241 22.73174 -21.26452
H 2.25176 22.44010 -21.71230
H 2.33471 19.68047 -21.05677
C 11.56282 13.96410 -28.97138
C 10.39007 12.98352 -29.08436
C 10.73835 11.54166 -28.92400
O 9.40739 13.42074 -28.12002
H 11.86725 14.11692 -27.93597
H 11.18620 14.90582 -29.37064
H 12.40916 13.73237 -29.61800
H 9.85891 13.05468 -30.03352
H 11.03614 11.28899 -27.90637
H 11.48164 11.18286 -29.63595
H 9.82824 10.94849 -29.01323
H 8.55350 13.39783 -28.55814
C -0.86535 13.72020 -25.69299
C 0.18074 14.29862 -24.79557
C 0.20402 13.80357 -23.39013
O 1.42285 14.03275 -25.37390
H -0.94127 14.30789 -26.60785
H -1.82283 13.95072 -25.22587
H -0.81844 12.65380 -25.91362
H 0.12126 15.38625 -24.83565
H 0.06894 12.72233 -23.41821
H -0.68859 14.10251 -22.84060
H 1.12021 13.99259 -22.83070
H 1.51438 13.16879 -25.78232
O 8.85379 14.90582 -23.78510
H 9.00247 14.76419 -24.72002
H 9.61064 14.50435 -23.35821